Entry from the OMol25 dataset: the ion C21H24N3 with charge +1 (ωB97M-V/def2-TZVPD).

Results
total charge	+1
electronic energy	-978.58283	a.u.
Kohn-Sham gap	7.2713	eV
lowest unoccupied orbital energy	-0.117	Ha
SMILES string	C=N[N+]1([C@@H](c2ccccc2)c2cn(C)c3ccccc23)CCCC1
maximum force	3.7	eV Å⁻¹

The geometry in XYZ format:
```
48
Properties=species:S:1:pos:R:3:lowdin_charge:R:1
C 2.64849 0.24028 2.73730 0.055
N 1.77397 0.94232 2.13192 0.059
N 1.01363 0.34514 0.97691 -0.122
C 1.94838 0.41244 -0.11932 -0.218
C 1.68736 -0.68444 -1.15808 -0.227
C 0.58981 -0.65407 -2.02234 -0.047
C 0.37798 -1.76002 -2.87111 -0.048
C 1.26512 -2.84906 -2.86655 -0.059
C 2.38851 -2.84545 -2.02003 -0.058
C 2.60882 -1.75408 -1.17796 -0.047
C 2.12956 1.80633 -0.59453 -0.120
C 2.00800 3.00498 0.11796 -0.020
N 2.04135 4.07364 -0.76134 -0.087
C 1.89764 5.47324 -0.39440 -0.013
C 2.28156 3.58620 -2.05768 -0.155
C 2.43784 4.24421 -3.27346 -0.006
C 2.74004 3.47653 -4.42346 -0.068
C 2.91001 2.08133 -4.31419 -0.073
C 2.78515 1.43896 -3.07642 -0.027
C 2.42528 2.17508 -1.95821 -0.125
C -0.18185 1.34493 0.91241 -0.076
C -1.40836 0.53248 1.29364 -0.144
C -1.05815 -0.90090 0.90910 -0.147
C 0.39849 -1.06875 1.29901 -0.043
H 3.34391 0.76694 3.42585 0.116
H 2.75177 -0.85486 2.60414 0.108
H 2.93561 0.13698 0.29126 0.144
H -0.05596 0.23161 -2.07077 0.133
H -0.48951 -1.76676 -3.55005 0.118
H 1.11468 -3.71113 -3.53892 0.118
H 3.09518 -3.68522 -2.00078 0.117
H 3.49372 -1.71210 -0.53051 0.124
H 1.89569 3.17496 1.18584 0.122
H 1.65100 6.05715 -1.28544 0.086
H 1.09440 5.57968 0.35462 0.097
H 2.82112 5.90749 0.03228 0.101
H 2.31066 5.32454 -3.33782 0.105
H 2.83690 3.93534 -5.41344 0.108
H 3.14501 1.48303 -5.20398 0.109
H 2.98813 0.37380 -2.95935 0.108
H -0.29555 1.78991 -0.07859 0.134
H 0.05793 2.11977 1.65729 0.121
H -2.29153 0.94368 0.79269 0.129
H -1.58417 0.62277 2.36799 0.121
H -1.68722 -1.65455 1.39262 0.131
H -1.19226 -1.01405 -0.17698 0.110
H 0.48468 -1.23208 2.37778 0.128
H 0.93742 -1.85560 0.75412 0.128
```